C46H42BrN4P2S2Se3TeY as an isolated structure in a non-equilibrium geometry. Source: OMol25; level of theory: the ωB97M-V functional and the def2-TZVPD basis.

The geometry in XYZ format:
```
102
C46H42BrN4P2S2Se3TeY (the ωB97M-V functional and the def2-TZVPD basis)
Y -0.59 1.48 -0.84
C -0.42 -6.56 2.56
S -1.40 -5.31 3.42
C -0.08 -4.10 3.76
C 0.22 -3.15 2.61
C -0.96 -2.24 2.28
N -0.66 -1.23 1.28
P 0.05 0.21 1.59
C -0.03 0.48 3.40
C -1.20 1.04 3.91
C -1.37 1.17 5.28
C -0.37 0.76 6.15
C 0.80 0.22 5.64
C 0.97 0.08 4.27
C 1.89 0.04 1.36
C 2.42 -1.12 0.79
C 3.76 -1.18 0.44
C 4.59 -0.09 0.65
C 4.08 1.06 1.23
C 2.74 1.14 1.57
P -1.38 -1.08 -0.77
C -0.68 -2.77 -0.93
C 0.60 -2.92 -1.47
C 1.17 -4.17 -1.59
C 0.47 -5.30 -1.20
C -0.82 -5.17 -0.70
C -1.39 -3.91 -0.56
C -3.13 -1.30 -0.25
C -4.08 -1.82 -1.13
C -5.42 -1.88 -0.78
C -5.84 -1.41 0.46
C -4.91 -0.91 1.35
C -3.57 -0.86 1.00
H -1.12 -7.33 2.23
H 0.31 -6.99 3.24
H 0.07 -6.12 1.69
H 0.80 -4.69 4.04
H -0.40 -3.55 4.64
H 0.52 -3.71 1.72
H 1.08 -2.53 2.91
H -1.31 -1.79 3.22
H -1.78 -2.85 1.91
H -1.99 1.36 3.24
H -2.29 1.60 5.67
H -0.50 0.86 7.22
H 1.59 -0.11 6.32
H 1.89 -0.35 3.88
H 1.76 -1.96 0.63
H 4.15 -2.09 -0.01
H 5.64 -0.14 0.37
H 4.73 1.92 1.40
H 2.34 2.04 2.01
H 1.13 -2.04 -1.82
H 2.17 -4.26 -2.02
H 0.91 -6.28 -1.31
H -1.39 -6.04 -0.42
H -2.40 -3.81 -0.18
H -3.77 -2.17 -2.11
H -6.14 -2.27 -1.48
H -6.90 -1.42 0.71
H -5.23 -0.53 2.31
H -2.86 -0.48 1.72
Se -2.59 2.40 0.57
Se -3.29 4.50 1.02
Te -5.36 2.34 -2.17
Se -2.99 1.86 -1.69
Br -0.62 4.29 -2.29
C 1.16 3.67 -2.14
C 2.23 4.51 -2.35
C 3.51 3.97 -2.26
C 3.64 2.62 -1.98
C 2.51 1.86 -1.77
N 1.27 2.37 -1.83
H 2.06 5.55 -2.58
H 4.37 4.60 -2.43
H 4.62 2.16 -1.93
H 2.58 0.80 -1.56
N 2.26 3.46 -9.81
C 1.81 3.05 -8.83
C 1.26 2.55 -7.62
C 0.17 1.67 -7.63
C -0.34 1.18 -6.45
C 0.23 1.53 -5.20
C 1.33 2.41 -5.21
C 1.83 2.91 -6.39
C -0.32 0.93 -4.06
C -0.88 0.16 -3.28
H -0.28 1.39 -8.57
H -1.19 0.51 -6.45
H 1.81 2.69 -4.29
H 2.69 3.58 -6.39
S -2.04 -2.10 -3.78
C -1.55 -0.91 -2.67
C 1.04 5.31 3.53
C -0.21 4.92 2.73
C 0.10 4.06 1.61
N 0.33 3.34 0.74
H 0.75 5.88 4.41
H 1.72 5.91 2.93
H 1.58 4.42 3.87
H -0.74 5.79 2.34
H -0.92 4.39 3.36
```

As for the total charge: -1. The energy is -369010.636 eV. As for the spin multiplicity: 2. The HOMO-LUMO gap (alpha / beta) is 0.161 / 0.183 hartree. For the HOMO energy (alpha / beta), the calculation gives -3.265 / -3.861 eV.

Results of the Löwdin charge analysis, in e, for atoms 1 through 5:
1 Y 0.567
2 C -0.421
3 S 0.792
4 C -0.495
5 C -0.255

=====

C46H42IrN7OP2 as an isolated structure. Source: OMol25; level of theory: the ωB97M-V functional and the def2-TZVPD basis.

The geometry in XYZ format:
```
99
C46H42IrN7OP2 (the ωB97M-V functional and the def2-TZVPD basis)
Ir 0.64 -0.97 0.39
C 3.79 -2.35 0.83
P 2.97 -0.76 1.02
C 3.34 -0.35 2.75
C 3.12 -1.35 3.70
C 3.37 -1.11 5.04
C 3.82 0.14 5.45
C 4.00 1.15 4.52
C 3.75 0.91 3.17
C 3.90 0.32 -0.09
C 5.16 0.82 0.27
C 5.89 1.55 -0.65
C 5.39 1.78 -1.92
C 4.16 1.27 -2.29
C 3.40 0.55 -1.37
C 2.78 -3.26 0.25
C 2.93 -4.55 -0.13
C 1.71 -4.95 -0.74
C 0.88 -3.89 -0.69
C -0.50 -3.75 -1.22
P -0.95 -2.03 -0.99
C -2.61 -2.26 -0.29
C -2.59 -2.91 0.95
C -3.77 -3.24 1.60
C -4.99 -2.92 1.01
C -5.02 -2.27 -0.21
C -3.84 -1.94 -0.87
C -0.86 -1.27 -2.62
C -1.84 -0.47 -3.21
C -1.64 0.06 -4.48
C -0.45 -0.19 -5.15
C 0.55 -0.94 -4.55
C 0.35 -1.48 -3.29
N 1.50 -2.79 -0.06
H 4.18 -2.71 1.79
H 4.65 -2.22 0.17
H 2.78 -2.33 3.39
H 3.23 -1.90 5.77
H 4.04 0.32 6.50
H 4.35 2.13 4.84
H 3.92 1.70 2.45
H 5.57 0.61 1.25
H 6.86 1.94 -0.36
H 5.98 2.34 -2.64
H 3.77 1.44 -3.28
H 2.43 0.17 -1.65
H 3.83 -5.14 -0.01
H 1.48 -5.91 -1.17
H -1.20 -4.38 -0.67
H -0.58 -4.02 -2.27
H -1.64 -3.18 1.40
H -3.74 -3.75 2.55
H -5.92 -3.19 1.51
H -5.97 -2.04 -0.67
H -3.90 -1.47 -1.83
H -2.75 -0.22 -2.68
H -2.41 0.66 -4.94
H -0.30 0.22 -6.14
H 1.49 -1.11 -5.06
H 1.13 -2.07 -2.82
C -3.05 1.07 1.66
C -2.06 0.12 1.49
N -1.25 0.13 0.42
C -1.41 1.08 -0.51
C -2.37 2.08 -0.41
C -3.19 2.07 0.71
C -2.43 3.14 -1.46
C -3.29 3.26 -2.46
C -4.42 2.38 -2.82
C -5.25 2.74 -3.87
C -6.31 1.90 -4.16
N -6.54 0.79 -3.47
C -5.69 0.54 -2.48
N -4.63 1.26 -2.12
H -3.69 1.02 2.52
H -1.91 -0.68 2.21
H -0.76 1.02 -1.37
H -3.94 2.83 0.82
H -1.65 3.90 -1.37
H -3.17 4.13 -3.11
H -5.08 3.65 -4.44
H -7.00 2.12 -4.97
H -5.88 -0.36 -1.90
C 1.60 4.03 0.69
N 1.24 3.03 1.70
C 1.10 3.35 3.02
C 0.76 2.43 3.94
C 0.53 1.10 3.48
N 0.65 0.79 2.19
C 1.02 1.74 1.29
O 1.14 1.41 0.10
N 0.15 0.13 4.31
H 1.50 5.02 1.12
H 0.95 3.92 -0.17
H 2.63 3.87 0.36
H 1.30 4.38 3.28
H 0.66 2.68 4.98
H 0.10 0.30 5.30
H 0.08 -0.81 3.98
```

As for the total charge: +2. The energy is -82266.166 eV. The HOMO-LUMO gap (alpha / beta) is 0.225 / 0.221 hartree. For the HOMO energy (alpha / beta), the calculation gives -12.161 / -12.163 eV.

Results of the Löwdin charge analysis, in e, for atoms 1 through 5:
1 Ir 1.007
2 C -0.231
3 P 1.035
4 C -0.345
5 C -0.100

=====

C46H42IrOP2S4 as an isolated structure in a non-equilibrium geometry. Source: OMol25; level of theory: the ωB97M-V functional and the def2-TZVPD basis.

The geometry in XYZ format:
```
96
C46H42IrOP2S4 (the ωB97M-V functional and the def2-TZVPD basis)
Ir 0.73 0.54 -0.84
C 4.73 1.94 -0.05
C 3.49 2.40 0.70
C 3.74 3.77 1.35
C 2.24 2.45 -0.16
C 2.24 2.04 -1.52
C 1.08 2.17 -2.30
C -0.10 2.78 -1.78
C -1.28 3.02 -2.66
C -0.10 3.13 -0.44
C 1.04 2.93 0.35
H 5.59 1.95 0.61
H 4.96 2.60 -0.89
H 4.62 0.92 -0.43
H 3.29 1.68 1.50
H 3.74 4.56 0.60
H 4.70 3.78 1.85
H 2.98 4.01 2.10
H 3.15 1.68 -1.98
H 1.11 1.91 -3.35
H -1.52 2.14 -3.25
H -1.05 3.83 -3.36
H -2.15 3.32 -2.08
H -0.99 3.57 0.00
H 1.00 3.21 1.40
O -2.09 0.08 -0.61
C -3.18 0.70 0.02
C -4.05 1.47 -0.73
C -5.11 2.09 -0.09
C -5.31 1.92 1.27
C -4.44 1.13 2.01
C -3.34 0.52 1.40
P -2.17 -0.58 2.25
C -1.10 0.54 3.19
C -1.41 1.88 3.45
C -0.57 2.65 4.24
C 0.59 2.11 4.76
C 0.91 0.78 4.51
C 0.07 0.00 3.73
C -3.22 -1.34 3.53
C -3.12 -1.03 4.89
C -3.98 -1.63 5.80
C -4.94 -2.54 5.37
C -5.04 -2.85 4.02
C -4.18 -2.26 3.11
C -2.28 -1.17 -1.13
C -3.44 -1.67 -1.55
C -3.50 -2.99 -2.15
C -2.44 -3.79 -2.26
C -1.09 -3.38 -1.76
C -0.95 -1.90 -1.32
P 0.04 -1.64 0.26
C 2.90 -2.73 -1.35
C 2.78 -2.79 -2.81
C 3.93 -3.17 -3.61
C 5.05 -3.62 -3.03
C 5.14 -3.66 -1.59
C 4.15 -3.21 -0.79
C -0.03 -3.19 1.23
C -1.28 -3.74 1.53
C -1.38 -4.93 2.24
C -0.23 -5.57 2.69
C 1.02 -5.03 2.39
C 1.12 -3.85 1.66
H -3.90 1.56 -1.80
H -5.80 2.69 -0.66
H -6.14 2.40 1.77
H -4.61 0.98 3.07
H -2.33 2.31 3.06
H -0.84 3.68 4.47
H 1.24 2.71 5.39
H 1.81 0.34 4.94
H 0.30 -1.05 3.57
H -2.38 -0.32 5.23
H -3.90 -1.38 6.85
H -5.60 -3.00 6.08
H -5.79 -3.55 3.68
H -4.27 -2.50 2.05
H -4.35 -1.09 -1.45
H -4.47 -3.35 -2.49
H -2.54 -4.79 -2.66
H -0.81 -4.04 -0.94
H 2.03 -2.14 -3.25
H 3.85 -3.07 -4.69
H 5.90 -3.93 -3.62
H 6.07 -3.99 -1.14
H 4.27 -3.17 0.29
H -2.18 -3.26 1.18
H -2.35 -5.35 2.45
H -0.30 -6.48 3.26
H 1.92 -5.53 2.73
H 2.10 -3.44 1.45
S -0.06 -0.80 -2.51
S 0.03 -3.85 -3.13
S 1.83 -4.27 -2.01
S 2.11 -1.53 -0.24
```

As for the total charge: +2. The energy is -115172.339 eV. As for the spin multiplicity: 2. The HOMO-LUMO gap (alpha / beta) is 0.211 / 0.217 hartree. For the HOMO energy (alpha / beta), the calculation gives -12.349 / -12.527 eV.

Results of the Löwdin charge analysis, in e, for atoms 1 through 5:
1 Ir 0.743
2 C -0.066
3 C -0.371
4 C -0.045
5 C -0.245

=====

C46H44BiFN6O7S as an isolated structure. Source: OMol25; level of theory: the ωB97M-V functional and the def2-TZVPD basis.

The geometry in XYZ format:
```
106
C46H44BiFN6O7S (the ωB97M-V functional and the def2-TZVPD basis)
Bi -1.07 0.92 2.39
C -2.35 3.93 5.09
O -1.17 4.71 5.34
C -0.19 4.74 4.39
C 0.46 5.95 4.22
C 1.50 6.09 3.29
C 1.86 5.02 2.52
C 1.21 3.78 2.67
C 1.67 2.70 1.81
N 1.08 1.60 1.53
N 1.83 0.76 0.70
C 1.33 -0.45 0.61
O 0.30 -0.92 1.17
C 2.09 -1.37 -0.33
C 1.76 -2.72 -0.33
C 2.39 -3.60 -1.20
C 3.36 -3.13 -2.08
C 3.69 -1.78 -2.08
C 3.06 -0.91 -1.21
C 0.20 3.60 3.64
O -0.33 2.43 3.89
H -3.12 4.37 5.73
H -2.21 2.88 5.34
H -2.66 4.02 4.05
H 0.14 6.78 4.83
H 1.99 7.05 3.18
H 2.64 5.11 1.78
H 2.64 2.85 1.34
H 0.98 -3.06 0.35
H 2.13 -4.65 -1.18
H 3.87 -3.83 -2.74
H 4.48 -1.42 -2.73
H 3.32 0.14 -1.18
C -1.10 -4.33 -3.67
C -2.08 -3.17 -3.79
N -1.77 -2.09 -2.86
C -2.33 -2.11 -1.62
C -2.13 -1.20 -0.64
C -2.70 -1.54 0.73
O -3.04 -2.72 0.90
O -2.78 -0.60 1.57
C -1.33 -0.03 -0.95
O -1.10 0.93 -0.22
C -0.63 -0.09 -2.24
C 0.33 0.89 -2.49
C 1.09 0.81 -3.62
F 2.04 1.75 -3.88
C 0.95 -0.24 -4.53
C -0.03 -1.19 -4.31
C -0.84 -1.12 -3.16
N 1.86 -0.37 -5.60
C 3.27 -0.20 -5.40
C 3.98 -1.54 -5.57
N 3.62 -2.09 -6.93
C 2.13 -2.26 -7.11
C 1.48 -0.90 -6.87
H -1.35 -5.12 -4.39
H -1.13 -4.76 -2.67
H -0.07 -4.01 -3.86
H -3.09 -3.51 -3.55
H -2.12 -2.77 -4.80
H -2.92 -2.98 -1.38
H 0.48 1.67 -1.76
H -0.12 -2.03 -4.98
H 3.48 0.16 -4.40
H 3.68 0.53 -6.10
H 3.62 -2.26 -4.84
H 5.06 -1.46 -5.52
H 4.11 -2.97 -7.10
H 3.96 -1.43 -7.64
H 1.83 -2.98 -6.35
H 1.96 -2.66 -8.10
H 0.40 -1.01 -6.94
H 1.78 -0.22 -7.68
C 2.70 -2.48 4.53
C 1.23 -2.19 4.59
C 0.74 -1.06 5.23
C -0.62 -0.77 5.24
C -1.49 -1.64 4.61
C -1.04 -2.78 3.96
C 0.32 -3.05 3.97
S -3.22 -1.23 4.49
C -3.72 -1.91 6.08
O -3.30 0.26 4.62
H 3.26 -1.80 5.17
H 3.07 -2.36 3.51
H 2.92 -3.50 4.84
H 1.43 -0.36 5.69
H -0.99 0.15 5.68
H -1.73 -3.40 3.41
H 0.69 -3.93 3.44
H -3.21 -1.38 6.88
H -3.47 -2.97 6.09
H -4.80 -1.78 6.16
N -5.89 6.33 -0.15
C -5.15 5.54 0.23
C -4.21 4.55 0.69
C -4.66 3.29 1.06
C -3.76 2.33 1.50
C -2.39 2.62 1.57
C -1.96 3.89 1.20
C -2.85 4.86 0.76
H -5.72 3.06 1.01
H -4.12 1.35 1.77
H -0.91 4.16 1.24
H -2.51 5.84 0.48
```

The energy is -91079.226 eV. The HOMO-LUMO gap is 0.168 hartree. For the HOMO energy, the calculation gives -6.429 eV.

Results of the Löwdin charge analysis, in e, for atoms 1 through 5:
1 Bi 1.996
2 C -0.053
3 O -0.080
4 C -0.221
5 C -0.008